ORCA calculation (ωB97M-V/def2-TZVPD) on a molecular structure, C22H42IrNP3S2 in a non-equilibrium geometry.

HOMO (alpha / beta)	-17.864 / -20.824	eV
Kohn-Sham gap (alpha / beta)	4.569 / 5.656	eV
electronic energy	-77316.5417	eV
2S+1	6
total charge	+4
ΔE to the lowest compared entry with this formula, charge and spin	226.1	kJ/mol
lowest unoccupied orbital energy (alpha / beta)	-13.294 / -15.168	eV

Each line ends with the Löwdin spin population.
Cartesian coordinates (Å):
Ir1 -0.076 0.024 -0.321  0.90
P1 1.753 1.139 0.433  0.14
P2 -1.343 0.226 1.474  0.15
P3 -0.978 1.606 -1.597  0.10
H1 0.102 -1.852 -5.681  0.00
C1 0.347 -1.073 -4.919  0.20
C2 1.691 -0.534 -5.342  0.14
H2 2.038 -1.152 -6.197  0.01
C3 2.961 0.093 1.298  0.02
C4 1.476 2.493 1.635  0.02
C5 2.723 1.899 -0.916  0.05
C6 -2.776 -0.864 1.257  0.06
C7 -0.651 -0.249 3.096  0.02
C8 -2.131 1.808 1.923  0.03
C9 -0.185 1.635 -3.210  0.03
C10 -0.904 3.341 -1.035  0.03
C11 -2.744 1.267 -1.862  0.01
H3 -0.397 -0.278 -4.885  0.01
H4 1.743 0.473 -5.806  0.01
H5 3.316 -0.699 0.630  0.00
H6 2.519 -0.354 2.196  0.00
H7 3.807 0.725 1.598  0.00
H8 1.071 2.095 2.577  0.00
H9 0.801 3.257 1.223  0.00
H10 2.462 2.946 1.832  0.00
H11 3.180 1.096 -1.512  0.00
H12 3.512 2.511 -0.451  0.01
H13 2.095 2.538 -1.551  0.00
H14 -3.648 -0.317 1.639  0.01
H15 -2.635 -1.783 1.838  0.00
H16 -2.937 -1.115 0.201  0.01
H17 -0.891 0.559 3.803  0.00
H18 0.436 -0.398 3.085  0.00
H19 -1.139 -1.177 3.420  0.00
H20 -2.775 1.552 2.778  0.01
H21 -2.752 2.215 1.114  0.00
H22 -1.379 2.544 2.243  0.00
H23 -0.622 2.427 -3.824  0.00
H24 -0.302 0.706 -3.752  0.00
H25 0.895 1.800 -3.146  0.00
H26 -1.483 3.975 -1.722  0.01
H27 0.129 3.708 -1.015  0.00
H28 -1.337 3.429 -0.034  0.00
H29 -3.138 1.870 -2.689  0.00
H30 -3.317 1.510 -0.962  0.00
H31 -2.900 0.208 -2.094  0.00
C12 1.051 -2.697 -3.098  0.30
C13 -0.259 -2.157 -3.465  0.06
C14 -1.302 -3.190 -3.557  0.33
C15 -1.060 -4.543 -3.499  0.14
C16 0.258 -4.985 -3.239  0.24
C17 1.246 -4.065 -2.935  0.28
S1 2.435 -1.765 -3.022  1.09
H32 2.512 -0.560 -4.580  0.05
H33 -0.611 -1.209 -2.998  0.03
H34 -2.343 -2.882 -3.717  0.01
H35 -1.896 -5.252 -3.643  0.00
H36 0.537 -6.037 -3.186  0.01
H37 2.259 -4.388 -2.651  0.01
S2 0.890 -2.096 -0.207  0.37
C18 0.546 -2.886 1.283  0.05
N1 -0.676 -3.501 1.376  0.01
C19 -1.064 -4.199 2.487  0.00
C20 -0.184 -4.285 3.553  0.01
C21 1.067 -3.665 3.492  0.00
C22 1.452 -2.990 2.338  0.02
H38 -1.323 -3.418 0.583  0.00
H39 -2.047 -4.664 2.424  0.00
H40 -0.484 -4.841 4.448  0.00
H41 1.758 -3.740 4.333  0.00
H42 2.429 -2.533 2.207  0.00